Below is C50H58N2Sb2Si3V as an isolated structure in a non-equilibrium geometry, with properties calculated with ωB97M-V with the def2-TZVPD basis set.

```
116
Properties=species:S:1:pos:R:3:mulliken_spin:R:1
V -10.461 -15.898 -13.327 2.102
C -12.817 -17.966 -15.731 -0.006
C -12.969 -17.419 -17.163 0.007
C -11.823 -17.861 -18.135 0.000
Sb -10.304 -16.465 -18.591 0.001
C -11.365 -15.573 -20.232 0.000
C -12.743 -15.661 -20.427 0.000
C -13.339 -15.235 -21.637 0.000
C -12.588 -14.588 -22.609 0.000
C -11.219 -14.458 -22.362 0.000
C -10.619 -14.891 -21.190 0.000
C -10.566 -14.806 -17.150 0.014
C -11.528 -13.885 -17.457 0.000
C -11.431 -12.517 -17.018 0.000
C -10.381 -11.996 -16.390 0.000
C -9.293 -12.881 -15.910 -0.004
C -9.572 -14.453 -16.091 -0.125
Sb -13.150 -16.478 -14.247 0.001
C -14.253 -14.939 -15.300 -0.002
C -15.189 -15.263 -16.247 -0.002
C -15.715 -14.267 -17.018 0.000
C -15.264 -12.973 -16.937 0.000
C -14.358 -12.619 -15.906 -0.001
C -13.878 -13.629 -15.077 0.005
C -14.625 -17.334 -12.924 -0.007
C -14.777 -16.767 -11.685 -0.007
C -15.831 -17.165 -10.852 0.000
C -16.718 -18.100 -11.255 0.000
C -16.548 -18.711 -12.499 -0.001
C -15.513 -18.296 -13.345 -0.003
H -11.796 -18.260 -15.503 0.010
H -13.400 -18.893 -15.538 0.000
H -13.019 -16.354 -17.158 -0.004
H -13.935 -17.771 -17.538 0.000
H -12.266 -18.043 -19.123 0.000
H -11.388 -18.792 -17.740 0.000
H -13.397 -16.095 -19.645 0.000
H -14.403 -15.446 -21.709 0.000
H -13.062 -14.243 -23.561 0.000
H -10.653 -13.945 -23.126 0.000
H -9.550 -14.818 -20.963 0.000
H -12.290 -14.134 -18.234 0.000
H -12.299 -11.850 -17.210 0.000
H -10.250 -10.975 -16.068 -0.001
H -8.314 -12.478 -16.120 -0.002
H -8.674 -15.058 -16.240 -0.008
H -15.582 -16.291 -16.400 0.000
H -16.472 -14.585 -17.757 0.000
H -15.620 -12.224 -17.619 0.000
H -14.114 -11.581 -15.711 0.000
H -13.163 -13.369 -14.291 0.002
H -14.112 -15.993 -11.345 0.002
H -15.958 -16.664 -9.898 0.000
H -17.575 -18.371 -10.618 0.000
H -17.259 -19.487 -12.781 0.000
H -15.461 -18.768 -14.349 -0.001
C -10.991 -15.758 -8.837 0.005
Si -10.207 -15.088 -10.391 -0.041
C -9.208 -13.683 -9.685 0.006
C -11.589 -14.381 -11.482 0.206
C -9.307 -16.256 -11.558 -0.016
Si -7.455 -16.154 -11.513 0.029
C -6.740 -16.552 -9.793 -0.006
C -6.748 -14.530 -12.035 0.000
C -6.580 -17.429 -12.703 0.002
Si -9.669 -18.072 -11.454 -0.001
C -11.511 -18.441 -11.296 -0.005
C -8.725 -19.245 -10.408 -0.003
C -9.303 -18.637 -13.203 0.048
C -8.815 -19.846 -13.683 -0.005
C -8.535 -19.946 -15.037 0.014
C -8.804 -18.904 -15.906 -0.002
C -9.323 -17.755 -15.353 0.112
N -9.606 -17.613 -14.040 -0.119
H -11.996 -15.303 -8.646 0.000
H -10.391 -15.535 -7.948 0.000
H -11.157 -16.841 -8.866 -0.001
H -9.824 -13.028 -9.067 0.000
H -8.673 -13.060 -10.398 -0.002
H -8.513 -14.184 -8.996 0.000
H -11.998 -13.438 -11.098 0.010
H -12.434 -15.067 -11.469 -0.115
H -11.314 -14.140 -12.513 -0.061
H -7.451 -16.196 -9.011 0.000
H -5.778 -16.048 -9.640 0.000
H -6.584 -17.598 -9.639 0.000
H -7.189 -13.705 -11.500 0.000
H -7.022 -14.398 -13.105 0.000
H -5.692 -14.513 -11.806 -0.001
H -6.692 -18.481 -12.476 0.001
H -5.487 -17.127 -12.621 0.000
H -6.814 -17.269 -13.764 0.000
H -11.937 -18.520 -10.297 0.000
H -11.688 -19.410 -11.814 0.001
H -12.166 -17.700 -11.806 0.014
H -8.777 -19.085 -9.326 0.000
H -7.691 -19.456 -10.707 0.000
H -9.214 -20.198 -10.560 0.000
H -8.527 -20.669 -13.039 0.001
H -8.168 -20.887 -15.364 0.000
H -8.575 -18.943 -16.976 0.000
H -9.581 -16.890 -15.973 -0.037
N -10.177 -7.888 -10.087 0.000
C -9.954 -8.800 -10.746 0.001
C -9.772 -9.996 -11.541 -0.001
C -10.959 -10.673 -11.916 0.001
C -10.868 -11.717 -12.839 0.020
C -9.627 -12.135 -13.345 0.027
C -8.454 -11.429 -12.994 0.002
C -8.558 -10.359 -12.117 0.001
C -9.633 -13.136 -14.435 0.036
C -10.049 -14.433 -14.634 -0.090
H -11.925 -10.380 -11.494 0.000
H -11.751 -12.211 -13.189 0.000
H -7.503 -11.682 -13.450 0.000
H -7.658 -9.786 -11.889 0.000
```

Summary:
Calculated total energy in eV: -118158.721
2S+1: 3
Net charge: +1
HOMO level (alpha / beta) in eV: -10.4 / -10.4
Frontier orbital gap (alpha / beta) in eV: 6.82 / 7.45
Strongest force on any atom in eV/A: 2.34